A structure of composition C4H4O at a distorted geometry. Source: the Open Molecules 2025 dataset; level of theory: ωB97M-V/def2-TZVPD.

Positions of all 9 atoms, in Å:
C -1.149 1.182 -0.024
C 0.142 1.063 -0.302
C 1.253 0.213 -0.132
C -0.600 -0.162 0.399
O -1.047 -1.223 -0.288
H 1.387 -0.513 -0.871
H 2.030 0.596 0.569
H -0.235 -0.314 1.435
H -1.781 -0.844 -0.785

## Properties
Relative energy (zero: lowest compared OMol25 entry of this formula, charge and spin): 4.8385 eV
Multiplicity: 1
Highest occupied orbital energy: -9.368 eV
Frontier orbital gap: 10.058 eV
LUMO energy: 0.7 eV
Largest force on an atom: 3.51 eV/Å
Charge: 0
Total energy: -229.8501 a.u.

Löwdin atomic charge list, values in e, 6 entries:
1 C 0.070
2 C -0.163
3 C 0.055
4 C -0.431
5 O 0.036
6 H 0.068

---

A structure of composition C3H3O4S at a distorted geometry. Source: the Open Molecules 2025 dataset; level of theory: ωB97M-V/def2-TZVPD.

Positions of all 11 atoms, in Å:
C -0.347 -1.149 -1.443
C 0.919 -0.202 -1.043
C -0.543 0.293 1.187
O -1.009 -0.999 -2.430
O -0.193 -2.047 -0.611
O 1.012 2.497 1.242
O 2.091 -0.363 -1.140
S 0.273 1.693 0.208
H -1.116 0.861 1.943
H 0.150 -0.495 1.446
H -1.237 -0.090 0.641

## Properties
Relative energy (zero: lowest compared OMol25 entry of this formula, charge and spin): 2.0498 eV
Multiplicity: 1
Highest occupied orbital energy (spin up / spin down): -3.548 / -3.545 eV
Frontier orbital gap (spin up / spin down): 7.224 / 7.220 eV
LUMO energy (spin up / spin down): 3.7 / 3.7 eV
Largest force on an atom: 6.21 eV/Å
Charge: -1
Total energy: -815.2500 a.u.

Löwdin atomic charge list, values in e, 6 entries:
1 C -0.745
2 C -0.197
3 C -0.287
4 O 0.047
5 O -0.006
6 O -0.685

---

A cluster of 8 separate species, C28H77ClN7O11 in total at a distorted geometry. Source: the Open Molecules 2025 dataset; level of theory: ωB97M-V/def2-TZVPD.

Positions of all 124 atoms, in Å:
Cl -11.990 -4.215 -5.345
O -11.039 -4.996 -4.502
O -13.213 -4.979 -5.373
O -12.207 -2.901 -4.775
O -11.484 -4.073 -6.658
C -8.203 1.021 -8.091
C -8.521 1.940 -6.849
C -7.398 2.563 -6.157
O -7.905 3.395 -5.111
C -6.888 4.013 -4.289
N -9.463 2.917 -7.313
H -7.524 0.194 -7.886
H -7.846 1.578 -8.958
H -9.122 0.565 -8.459
H -9.008 1.250 -6.159
H -6.934 3.127 -6.966
H -6.661 1.890 -5.717
H -6.349 4.833 -4.763
H -6.276 3.252 -3.805
H -7.305 4.511 -3.414
H -9.961 2.295 -7.933
H -8.869 3.520 -7.866
C -19.680 -14.524 -4.849
C -18.730 -13.638 -3.951
C -18.626 -12.245 -4.614
O -17.691 -11.579 -3.725
C -17.625 -10.215 -4.108
N -19.543 -13.535 -2.729
H -19.842 -15.523 -4.445
H -19.310 -14.786 -5.840
H -20.662 -14.057 -4.932
H -17.834 -14.146 -3.592
H -19.543 -11.662 -4.696
H -18.337 -12.463 -5.642
H -17.137 -10.080 -5.073
H -16.987 -9.710 -3.382
H -18.571 -9.696 -3.951
H -19.136 -12.808 -2.158
H -19.358 -14.409 -2.257
C -4.646 -2.611 -4.033
C -5.124 -3.273 -2.770
C -6.405 -2.607 -2.132
O -6.705 -3.216 -0.879
C -7.995 -3.210 -0.344
N -5.309 -4.657 -3.125
H -4.423 -1.545 -3.986
H -5.360 -2.744 -4.846
H -3.674 -2.974 -4.366
H -4.420 -3.226 -1.940
H -7.145 -2.568 -2.932
H -6.156 -1.603 -1.789
H -8.416 -2.204 -0.336
H -7.948 -3.655 0.650
H -8.559 -3.900 -0.970
H -6.219 -4.527 -3.544
H -5.511 -5.252 -2.334
C -18.387 0.448 2.459
C -18.327 -0.995 2.719
C -17.245 -1.827 1.918
O -17.772 -2.184 0.708
C -16.884 -2.682 -0.318
N -18.096 -1.185 4.203
H -17.835 1.091 3.144
H -19.441 0.727 2.448
H -18.052 0.582 1.430
H -19.343 -1.299 2.466
H -17.062 -2.770 2.434
H -16.331 -1.235 1.862
H -17.608 -2.933 -1.093
H -16.288 -3.478 0.128
H -16.285 -1.893 -0.773
H -17.117 -1.357 4.382
H -18.353 -0.443 4.838
C -12.375 2.147 -1.592
C -13.344 2.711 -2.621
C -14.760 2.844 -2.139
O -15.544 3.452 -3.117
C -16.879 3.773 -2.791
N -12.719 3.922 -3.135
H -12.832 1.242 -1.191
H -12.328 2.887 -0.793
H -11.376 1.930 -1.969
H -13.300 2.016 -3.459
H -14.890 3.398 -1.210
H -15.215 1.875 -1.936
H -16.987 4.141 -1.771
H -17.583 2.942 -2.742
H -17.174 4.522 -3.526
H -11.746 3.653 -3.162
H -12.722 4.628 -2.412
C -15.817 0.074 -7.449
C -14.637 0.844 -8.195
C -14.590 0.592 -9.720
O -13.733 1.488 -10.463
C -13.748 1.057 -11.831
N -14.868 2.243 -7.761
H -15.712 0.165 -6.368
H -15.791 -1.012 -7.538
H -16.784 0.385 -7.845
H -13.708 0.588 -7.685
H -15.573 0.602 -10.191
H -13.939 -0.264 -9.895
H -14.633 1.427 -12.349
H -13.563 -0.007 -11.977
H -13.012 1.692 -12.325
H -15.240 2.026 -6.847
H -15.707 2.442 -8.287
C -9.820 -1.122 -18.102
C -9.744 -2.279 -17.106
C -9.321 -2.023 -15.649
O -9.432 -3.236 -14.997
C -9.102 -3.214 -13.605
N -11.007 -2.934 -17.158
H -10.000 -1.693 -19.013
H -8.874 -0.588 -18.185
H -10.616 -0.405 -17.901
H -8.937 -2.937 -17.428
H -9.960 -1.262 -15.202
H -8.325 -1.600 -15.521
H -8.886 -4.225 -13.261
H -9.981 -2.937 -13.023
H -8.253 -2.571 -13.373
H -11.051 -3.437 -18.032
H -10.868 -3.649 -16.458

## Properties
Relative energy (zero: lowest compared OMol25 entry of this formula, charge and spin): 5.5539 eV
Multiplicity: 1
Highest occupied orbital energy: -5.793 eV
Frontier orbital gap: 7.873 eV
LUMO energy: 2.1 eV
Largest force on an atom: 3.69 eV/Å
Charge: -1
Total energy: -2783.6201 a.u.

Löwdin atomic charge list, values in e, 6 entries:
1 Cl 0.609
2 O -0.427
3 O -0.399
4 O -0.403
5 O -0.381
6 C -0.054

---

An isolated molecule of C2H3BrSi at a distorted geometry. Source: the Open Molecules 2025 dataset; level of theory: ωB97M-V/def2-TZVPD.

Positions of all 7 atoms, in Å:
Si -0.811 0.786 -0.340
C 0.454 -0.538 0.050
C 1.371 -1.395 0.475
Br 2.766 -2.360 1.131
H -2.210 0.453 0.228
H -1.036 0.760 -1.818
H -0.534 2.294 0.273

## Properties
Relative energy (zero: lowest compared OMol25 entry of this formula, charge and spin): 2.0010 eV
Multiplicity: 1
Highest occupied orbital energy: -9.724 eV
Frontier orbital gap: 10.068 eV
SMILES string: [SiH3]C#CBr
LUMO energy: 0.3 eV
Largest force on an atom: 8.15 eV/Å
Charge: 0
Total energy: -2941.3888 a.u.

Löwdin atomic charge list, values in e, 6 entries:
1 Si 0.531
2 C -0.313
3 C -0.726
4 Br 0.731
5 H -0.083
6 H -0.094

---

A structure of composition C4H6N2 at a distorted geometry. Source: the Open Molecules 2025 dataset; level of theory: ωB97M-V/def2-TZVPD.

Positions of all 12 atoms, in Å:
N -1.543 -0.931 -0.115
C -0.258 0.963 -0.686
C -0.034 1.169 0.799
C 1.822 -0.569 0.029
N -1.489 0.396 -0.257
C 0.851 0.345 0.117
H -2.480 -1.309 -0.157
H -0.656 -1.438 -0.013
H -0.269 1.741 -1.435
H -0.421 1.504 1.742
H 2.470 -0.773 0.871
H 2.007 -1.098 -0.894

## Properties
Relative energy (zero: lowest compared OMol25 entry of this formula, charge and spin): 6.2423 eV
Multiplicity: 1
Highest occupied orbital energy (spin up / spin down): -7.287 / -7.287 eV
Frontier orbital gap (spin up / spin down): 7.770 / 7.770 eV
LUMO energy (spin up / spin down): 0.5 / 0.5 eV
Largest force on an atom: 1.58 eV/Å
Charge: 0
Total energy: -265.3062 a.u.

Löwdin atomic charge list, values in e, 6 entries:
1 N 0.003
2 C -0.228
3 C 0.011
4 C 0.025
5 N -0.005
6 C -0.312

---

An isolated molecule of C4H5NO3 at a distorted geometry. Source: the Open Molecules 2025 dataset; level of theory: ωB97M-V/def2-TZVPD.

Positions of all 13 atoms, in Å:
O -0.327 3.063 0.564
C -0.297 1.739 0.898
O 0.708 0.838 0.447
C -0.029 -0.421 0.458
C 0.758 -1.563 0.533
C 0.518 -2.039 -0.879
N -0.394 -1.309 -1.555
O -0.925 -0.338 -0.833
H -1.112 1.325 1.494
H -0.743 -0.505 1.309
H 0.360 -2.465 1.346
H 1.692 -1.132 0.680
H 1.215 -2.855 -1.429

## Properties
Relative energy (zero: lowest compared OMol25 entry of this formula, charge and spin): 5.8707 eV
Multiplicity: 1
Highest occupied orbital energy: -9.937 eV
Frontier orbital gap: 10.081 eV
SMILES string: O=CO[C@@H]1CC=NO1
LUMO energy: 0.1 eV
Largest force on an atom: 9.45 eV/Å
Charge: 0
Total energy: -435.7048 a.u.

Löwdin atomic charge list, values in e, 6 entries:
1 O -0.033
2 C -0.130
3 O 0.034
4 C -0.347
5 C -0.139
6 C -0.102

---

A cluster of 2 separate species, C6H15NO in total at a distorted geometry. Source: the Open Molecules 2025 dataset; level of theory: ωB97M-V/def2-TZVPD.

Positions of all 23 atoms, in Å:
C 2.523 1.111 0.050
C 1.872 0.294 -1.101
C 0.393 -0.011 -0.765
C -0.444 1.218 -0.690
C 0.100 -1.249 -0.364
C -1.398 -1.654 -0.184
N 0.961 -2.338 -0.072
H 3.611 1.301 -0.097
H 2.519 0.653 1.033
H 2.245 2.160 -0.008
H 1.954 0.779 -2.068
H 2.491 -0.602 -1.079
H -1.120 1.308 0.155
H 0.251 2.058 -0.620
H -0.915 1.560 -1.627
H -1.730 -1.957 -1.174
H -1.371 -2.543 0.437
H -1.915 -0.784 0.212
H 1.354 -2.290 0.860
H 1.777 -2.381 -0.669
O -4.392 1.254 2.965
H -5.076 1.300 2.312
H -3.689 0.813 2.495

## Properties
Relative energy (zero: lowest compared OMol25 entry of this formula, charge and spin): 2.2337 eV
Multiplicity: 1
Highest occupied orbital energy: -8.435 eV
Frontier orbital gap: 9.102 eV
SMILES string: CC/C(C)=C(/C)N.O
LUMO energy: 0.7 eV
Largest force on an atom: 2.57 eV/Å
Charge: 0
Total energy: -367.5492 a.u.

Löwdin atomic charge list, values in e, 6 entries:
1 C -0.112
2 C -0.194
3 C -0.267
4 C -0.062
5 C -0.339
6 C -0.029

---

A cluster of 2 separate species, C4H12S in total at a distorted geometry. Source: the Open Molecules 2025 dataset; level of theory: ωB97M-V/def2-TZVPD.

Positions of all 17 atoms, in Å:
C -2.508 -0.866 -1.057
C -1.145 -0.190 -1.276
S -0.755 0.309 -3.041
H -3.350 -0.174 -1.242
H -2.699 -1.328 -0.040
H -2.493 -1.918 -1.518
H -1.466 0.796 -0.795
H -0.202 -0.744 -0.833
H 0.188 1.211 -2.822
C 1.389 -0.258 1.436
C 2.276 0.923 1.649
H 0.299 0.070 1.297
H 1.778 -1.046 0.713
H 1.309 -0.768 2.406
H 3.329 0.740 1.534
H 1.905 1.449 2.601
H 2.146 1.795 0.987

## Properties
Relative energy (zero: lowest compared OMol25 entry of this formula, charge and spin): 1.4681 eV
Multiplicity: 1
Highest occupied orbital energy: -8.996 eV
Frontier orbital gap: 9.859 eV
SMILES string: CCS.CC
LUMO energy: 0.9 eV
Largest force on an atom: 3.30 eV/Å
Charge: 0
Total energy: -557.7165 a.u.

Löwdin atomic charge list, values in e, 6 entries:
1 C -0.215
2 C -0.626
3 S 0.632
4 H 0.073
5 H 0.078
6 H 0.085